The following is a DFT calculation (the ωB97M-V functional and the def2-TZVPD basis) of a cluster of 2 separate species, CH3ClFN in total in a non-equilibrium geometry.

XYZ file:
```
7
Properties=species:S:1:pos:R:3:forces:R:3:nbo_charge:R:1
C 1.274 0.231 -0.034 -2.5171 -0.1469 0.1448 -0.3081
N -1.367 -0.236 0.521 2.7904 0.0027 1.0511 -0.1383
F -1.426 -1.494 -0.057 -0.3278 -0.1185 -0.5013 -0.2612
Cl -2.422 0.778 -0.271 -0.4041 0.3229 -0.8034 0.1358
H 1.590 -0.691 0.402 0.1760 -0.3068 0.2074 0.1911
H 1.033 0.264 -1.078 0.1234 0.0200 -0.2786 0.1902
H 1.318 1.148 0.517 0.1592 0.2266 0.1799 0.1904
```
Forces are in eV/Å.

The net charge is 0. The orbital gap (spin up / spin down) is 6.14 / 6.14 eV. For the LUMO energy (spin up / spin down), the calculation gives -2.02 / -2.02 eV. The total energy comes out at -654.45999 Ha. Its spin multiplicity is 1.


The following is a DFT calculation (the ωB97M-V functional and the def2-TZVPD basis) of a structure of composition C2H4O2S in a non-equilibrium geometry.

XYZ file:
```
9
Properties=species:S:1:pos:R:3:forces:R:3:nbo_charge:R:1
C 0.028 -0.180 -0.069 -4.5314 0.1211 -0.1972 -0.0530
C 0.869 1.041 -0.040 1.7383 -1.4370 0.4452 -0.7080
O -0.741 -2.627 0.266 -1.9038 -1.1715 -0.0895 -0.9182
O -1.712 0.088 -0.391 5.3085 -1.0522 1.3229 -0.7122
S 0.372 -1.721 0.290 2.0745 1.8981 -0.0533 1.1571
H 0.211 1.821 -0.108 -1.8098 2.1719 -0.2620 0.2587
H 1.468 1.066 -0.969 0.1985 0.0964 0.7413 0.2484
H 1.438 1.247 0.933 -0.4952 -0.7996 -1.5217 0.2532
H -1.932 -0.735 0.088 -0.5796 0.1727 -0.3855 0.4740
```
Forces are in eV/Å.

The net charge is 0. The orbital gap is 9.57 eV. For the LUMO energy, the calculation gives -0.12 eV. The total energy comes out at -627.15517 Ha. Its spin multiplicity is 1.


The following is a DFT calculation (the ωB97M-V functional and the def2-TZVPD basis) of a cluster of 2 separate species, C3H8OS in total in a non-equilibrium geometry.

XYZ file:
```
13
Properties=species:S:1:pos:R:3:forces:R:3:nbo_charge:R:1
C -1.338 -1.343 -1.793 -0.6498 1.5473 1.1675 -0.7434
S 0.461 -1.503 -1.932 -0.4449 1.5486 -0.0144 -0.0189
H -1.948 -1.530 -2.659 0.2581 -0.3740 -0.6494 0.2187
H -1.728 -1.932 -0.961 0.1585 -0.0319 -0.1055 0.2171
H -1.577 -0.273 -1.533 0.4874 -0.9609 -0.1821 0.2205
H 0.424 -2.778 -2.068 0.1790 -1.7126 -0.1972 0.1083
O 0.633 2.486 2.861 -0.4611 -0.0894 0.1368 -0.5180
C 0.658 1.724 1.934 1.0178 -0.0705 -1.1072 0.4434
C -0.506 0.858 1.482 0.2008 -0.4760 2.2476 -0.7397
H 1.634 1.624 1.383 -0.5087 -0.0897 0.0084 0.1003
H -1.041 0.781 2.485 -0.2796 -0.0035 -1.7585 0.2393
H -0.188 -0.144 1.182 0.3602 0.0640 0.2056 0.2318
H -1.058 1.203 0.617 -0.3178 0.6486 0.2485 0.2404
```
Forces are in eV/Å.

The net charge is 0. The orbital gap is 10.19 eV. Its structure (SMILES) is CC=O.CS. For the LUMO energy, the calculation gives 0.76 eV. The total energy comes out at -592.48769 Ha. Its spin multiplicity is 1.


Relative energy (zero: lowest compared OMol25 entry of this formula, charge and spin) (computed, kcal per mole): 123.0 80.9 19.1